Record 1
Below is a molecular structure, C5H11N3, with properties calculated with ωB97M-V/def2-TZVPD.

XYZ file:
```
19
C5H11N3 ωB97M-V/def2-TZVPD
C 0.13755 0.68359 1.24438
C -0.98033 -1.14634 -0.40074
C -1.86757 1.20546 -0.63876
C 1.96736 -0.10141 -0.03277
C -0.63315 0.33657 -0.49182
N 2.74893 -1.10124 0.36120
N 1.48785 0.18763 -1.15404
N 0.34585 0.71559 -1.39532
H 3.37215 -0.96298 1.14220
H 2.92890 -1.90515 -0.22699
H -0.88948 0.76731 1.60692
H 0.57819 -0.05782 1.90883
H 0.58316 1.67268 1.30185
H -1.53180 -1.43522 -1.29963
H -1.61634 -1.33919 0.46326
H -0.09713 -1.77631 -0.32187
H -2.59657 0.99309 0.14259
H -1.59801 2.25929 -0.60745
H -2.33956 1.00446 -1.60183
```

## Properties
- strongest force on any atom (Eh/bohr) = 0.046
- Kohn-Sham gap (eV) = 8.592
- spin multiplicity = 1
- HOMO level (eV) = -8.16
- relative energy (zero: lowest compared OMol25 entry of this formula, charge and spin) (kcal/mol) = 103.0
- energy (eV) = -9829.438



Record 2
Below is 2 unconnected molecules or ions with the total composition C3H4O3, with properties calculated with ωB97M-V/def2-TZVPD.

XYZ file:
```
10
C3H4O3 ωB97M-V/def2-TZVPD
C -1.28524 0.24855 0.69626
C 1.62996 -0.16061 -1.17946
C -0.64408 -0.85652 0.58754
O 1.81926 0.32505 0.06332
O -1.65197 1.08848 -0.31652
O 0.04961 -1.82350 0.53934
H -1.97484 0.41393 1.52034
H 1.57772 -1.27550 -0.97159
H -1.28901 0.82645 -1.10866
H 1.76859 1.21368 0.16943
```

## Properties
- strongest force on any atom (Eh/bohr) = 0.116
- Kohn-Sham gap (spin up / spin down) (eV) = 8.653 / 8.654
- spin multiplicity = 1
- HOMO level (spin up / spin down) (eV) = -8.73 / -8.73
- relative energy (zero: lowest compared OMol25 entry of this formula, charge and spin) (kcal/mol) = 140.9
- energy (eV) = -9312.591



Record 3
Below is a molecular structure, C5H17IN2Os, with properties calculated with ωB97M-V/def2-TZVPD.

XYZ file:
```
26
C5H17IN2Os ωB97M-V/def2-TZVPD
C 2.04773 -3.55641 -0.04322
C 3.15162 -2.58081 -0.34946
H 2.02217 -4.16100 0.96287
H 1.45234 -4.01665 -0.90461
H 1.54029 -2.67881 0.57314
H 2.58881 -1.57743 -0.29096
H 3.57926 -2.41802 0.73854
H 3.67915 -2.34670 -1.41535
Os -0.27752 0.50887 0.36993
C -0.33300 0.06518 -1.77722
H 0.36999 0.65271 -2.37526
H -1.30719 0.15604 -2.28762
H -0.01871 -0.97568 -1.97748
I 0.58342 -0.08985 2.78779
N -2.25064 0.34296 0.54628
C -2.47354 1.81210 0.41888
C -1.24392 2.65529 0.81667
N 0.03020 2.38863 0.09881
H -2.81587 -0.07938 -0.19245
H -2.54092 0.00796 1.42702
H -2.86265 2.05374 -0.52256
H -3.14185 1.99268 1.28519
H -1.45345 3.65996 0.44227
H -1.09169 2.60721 1.91754
H 0.00204 2.80831 -0.85550
H 0.76391 2.76912 0.60677
```

## Properties
- strongest force on any atom (Eh/bohr) = 0.121
- Kohn-Sham gap (spin up / spin down) (eV) = 5.666 / 3.872
- expectation value of S² = 6.03
- charge = +2
- spin multiplicity = 5
- HOMO level (spin up / spin down) (eV) = -14.97 / -14.90
- relative energy (zero: lowest compared OMol25 entry of this formula, charge and spin) (kcal/mol) = 64.9
- energy (eV) = -18984.464



Record 4
Below is a molecular structure, C33H57BrN2NiO2Si, with properties calculated with ωB97M-V/def2-TZVPD.

XYZ file:
```
97
C33H57BrN2NiO2Si ωB97M-V/def2-TZVPD
O 1.71435 -2.37025 -3.71415
O 0.56895 -0.65237 -5.16931
C 2.96190 -2.72506 -3.10567
C 2.99960 -2.50626 -1.60907
H 3.69764 -2.09134 -3.61672
H 3.19023 -3.77700 -3.34426
H 2.22625 -1.81052 -1.26481
H 3.97005 -2.09718 -1.31373
H 2.86527 -3.46054 -1.09257
C 0.56949 -3.13421 -3.28503
C -0.03019 -3.87857 -4.44615
H -0.14852 -2.40765 -2.87672
H 0.85392 -3.81943 -2.46934
H -0.32666 -3.18546 -5.24028
H -0.91951 -4.42493 -4.11237
H 0.68394 -4.60672 -4.84699
C -0.60870 -0.32520 -5.93270
C 1.71589 -0.76460 -6.04657
C -1.82762 -0.59476 -5.10011
H -0.63282 -0.93293 -6.85448
H -0.56255 0.73836 -6.23214
H -1.87221 -1.64350 -4.77945
H -2.72419 -0.37925 -5.69012
H -1.85386 0.04536 -4.21323
C 1.77248 -2.08236 -6.76251
H 2.59552 -0.62545 -5.40951
H 1.69490 0.06459 -6.77671
H 1.79115 -2.90293 -6.04196
H 2.68950 -2.11755 -7.35677
H 0.92050 -2.20208 -7.43716
H 0.89940 -0.68384 -3.40201
N -0.51738 -0.15929 1.15830
C -1.44353 0.21710 2.03390
C -2.17397 1.40005 1.89154
C -2.32572 2.13850 0.72023
C -1.78947 -0.68602 3.18890
H -0.90651 -1.02954 3.73901
H -2.34693 -1.57346 2.85005
H -2.43126 -0.13333 3.88223
C -3.46748 3.11762 0.64613
H -4.19258 2.84890 -0.13646
H -3.12758 4.14437 0.45698
H -3.99282 3.10530 1.60641
N -1.52026 2.00065 -0.34394
C 0.02060 -1.47857 1.20386
C 1.14338 -1.77269 2.00520
C 1.68912 -0.77596 2.97487
C 1.73633 -3.02659 1.88234
H 2.65152 -3.22612 2.44593
C 1.15895 -4.01279 1.08250
H 1.62417 -4.99747 1.01133
C -0.02775 -3.75292 0.39578
H -0.51888 -4.53294 -0.19166
C -0.62152 -2.49430 0.46274
C -1.95024 -2.24277 -0.18521
C -1.79947 2.73688 -1.54099
C -1.27881 4.03960 -1.70432
C -0.61228 4.75009 -0.56151
C -1.39947 4.65317 -2.95036
H -0.93819 5.63232 -3.10020
C -2.09518 4.02524 -3.98565
H -2.15358 4.49857 -4.96699
C -2.74680 2.81030 -3.76109
H -3.35647 2.34758 -4.54200
C -2.64185 2.17067 -2.52613
C -3.40320 0.91042 -2.24351
Ni 0.06536 0.99026 -0.39929
H 1.89169 0.18463 2.48266
H 2.64301 -1.14480 3.36878
H 1.01967 -0.59509 3.82504
H -2.00706 -1.24309 -0.63933
H -2.77534 -2.31292 0.54312
H -2.13954 -2.98186 -0.97475
H -0.06676 5.62533 -0.93549
H 0.09678 4.11259 -0.01557
H -1.34542 5.11706 0.17211
H -3.91588 0.94527 -1.27208
H -2.75456 0.02154 -2.23599
H -4.16679 0.74741 -3.01547
H -2.81719 1.66999 2.72445
C 0.66686 0.18790 -2.53076
Si 1.91536 1.57623 -2.97340
H -0.37838 0.46492 -2.71594
H 0.81777 -0.35319 -1.57815
C 3.64129 0.84856 -3.14800
C 2.13594 3.20936 -2.02946
C 1.35039 2.36335 -4.61374
H 1.64360 3.42202 -4.64013
H 0.26082 2.33065 -4.72998
H 1.80019 1.87534 -5.48669
H 3.96700 0.36961 -2.21529
H 4.34857 1.66187 -3.36719
H 3.72401 0.11077 -3.95413
H 2.66734 3.09428 -1.07588
H 1.17573 3.69899 -1.82656
H 2.72119 3.90018 -2.65944
Br 2.28684 0.89301 0.19410
```

## Properties
- strongest force on any atom (Eh/bohr) = 0.071
- Kohn-Sham gap (spin up / spin down) (eV) = 8.545 / 7.962
- expectation value of S² = 2.01
- spin multiplicity = 3
- HOMO level (spin up / spin down) (eV) = -7.89 / -8.03
- relative energy (zero: lowest compared OMol25 entry of this formula, charge and spin) (kcal/mol) = 17.2
- energy (eV) = -161185.265